Entry 1:
C10H27NO6Ti as an isolated structure in a non-equilibrium geometry. Source: OMol25; level of theory: ωB97M-V/def2-TZVPD.

ORCA input file:
```
! RIJCOSX wB97M-V def2-TZVPD def2/J DEFGRID3
* xyz 1 4
Ti -19.728 10.431 -9.399
C -24.508 17.491 -6.070
O -23.513 16.459 -6.445
C -22.339 16.820 -7.119
C -21.616 15.601 -7.648
N -22.255 14.690 -8.603
C -22.095 15.165 -9.935
C -22.977 14.466 -10.990
O -22.483 13.117 -11.117
C -22.976 12.610 -12.345
H -24.955 18.113 -6.845
H -23.969 18.219 -5.464
H -25.322 17.002 -5.536
H -21.693 17.388 -6.450
H -22.627 17.509 -7.913
H -21.387 14.902 -6.844
H -20.679 16.075 -7.942
H -23.243 14.830 -8.443
H -21.015 15.271 -10.039
H -22.487 16.177 -10.036
H -22.912 15.135 -11.848
H -23.963 14.414 -10.527
H -22.353 12.919 -13.184
H -24.013 12.872 -12.555
H -22.826 11.537 -12.225
C -20.905 6.023 -7.182
C -19.452 5.944 -7.585
O -18.711 7.026 -7.135
O -21.498 6.910 -8.045
H -20.823 6.522 -6.216
H -21.273 5.004 -7.060
H -19.146 5.694 -8.601
H -19.013 5.099 -7.055
H -17.822 6.664 -7.143
H -22.192 6.478 -8.548
C -15.050 11.293 -11.587
C -15.159 9.830 -11.977
O -16.438 9.435 -12.598
O -15.811 11.535 -10.450
H -15.487 11.945 -12.343
H -14.038 11.627 -11.356
H -15.146 9.184 -11.099
H -14.262 9.580 -12.543
H -16.520 9.801 -13.482
H -15.392 11.307 -9.616
*
```

The HOMO energy (spin up / spin down) comes out at -11.18 / -11.19 eV. Its expectation value of S² is 3.75. The max |F| comes out at 0.0706 hartree/bohr. The calculation puts the total energy at -1752.34895 a.u. The calculation puts the energy relative to the best compared isomer or geometry (same formula, charge and spin) at 129.34 kcal/mol.


Entry 2:
A 2-piece molecular cluster, C2H7O2 overall in a non-equilibrium geometry. Source: OMol25; level of theory: ωB97M-V/def2-TZVPD.

ORCA input file:
```
! RIJCOSX wB97M-V def2-TZVPD def2/J DEFGRID3
* xyz -1 1
C 0.047 -0.041 1.004
O -0.803 -0.830 0.303
C 1.506 -0.084 0.493
H 0.166 -0.430 2.076
H -0.252 1.020 1.164
H 1.774 0.686 -0.241
H 1.753 -1.022 -0.026
H 2.265 0.028 1.286
H -0.887 0.024 -0.859
H -1.204 1.493 -1.311
O -0.850 0.704 -1.695
*
```

The HOMO energy comes out at -3.16 eV. The max |F| comes out at 0.0441 hartree/bohr. The calculation puts the total energy at -230.87541 a.u. The calculation puts the energy relative to the best compared isomer or geometry (same formula, charge and spin) at 5.81 kcal/mol.


Question: What is the formula in the first record?
Answer: C10H27NO6Ti